Density functional theory data (the ωB97M-V functional and the def2-TZVPD basis) for a cluster of 2 separate species, CH4N2S2 in total in a non-equilibrium geometry.

Results
* ΔE to the lowest compared entry with this formula, charge and spin: 4.1454 eV
* HOMO-LUMO gap: 7.39 eV
* LUMO level: -1.31 eV
* total charge: 0
* calculated total energy: -946.23421 Eh

Structure (XYZ):
```
9
Properties=species:S:1:pos:R:3:forces:R:3:nbo_charge:R:1
C 0.711435 0.069560 -0.522892 0.6 -1.5 -0.8 0.2740
H -2.308911 -0.843732 -1.958640 1.5 -1.2 0.8 0.1227
H -0.997602 0.114880 0.482409 0.6 -1.4 -2.2 0.4144
H 1.388935 -0.390187 -1.307251 -1.1 0.5 0.8 0.2011
H 1.531103 0.676002 3.076341 -2.3 1.5 -2.5 0.1164
N -0.590928 -0.281023 -0.466859 -1.7 0.6 1.6 -0.7906
N 1.266960 0.782526 0.360286 0.8 1.7 0.9 -0.6609
S -1.291966 -1.613368 -1.272600 -1.2 1.8 -0.6 0.1956
S 0.290975 1.485342 1.609204 2.9 -2.1 2.0 0.1273
```
Positions in Å, forces in eV/Å.